Formula: C4H12N2O
Source: the OMol25 dataset
Level of theory: ωB97M-V/def2-TZVPD

Calculated values
ΔE to the lowest compared entry with this formula, charge and spin: 306.08 kJ/mol
Kohn-Sham gap: 10.19 eV
SMILES: CNC(C)=O.CN
Calculated total energy: -344.2684 Eh
HOMO: -9.48 eV

Positions of all 19 atoms, in Å:
O1 -1.28288 -0.22203 1.27658
N1 -0.48480 2.41665 -1.40622
N2 0.25341 -1.82514 0.70619
C1 -0.92315 -1.03434 0.45309
C2 0.87988 2.13279 -0.90102
C3 0.94754 -1.61136 1.98980
C4 -1.31516 -1.21140 -1.00220
H1 -0.99452 2.20531 -0.47833
H2 -2.38523 -1.33255 -0.91198
H3 0.31621 -2.07266 2.75623
H4 -0.71557 3.49740 -1.32966
H5 1.50030 2.55726 -1.69284
H6 2.03942 -1.87385 2.08781
H7 -0.98632 -0.34096 -1.55697
H8 -0.95445 -2.21688 -1.16724
H9 1.04930 -2.12705 -0.19028
H10 0.98458 0.91565 -1.01635
H11 1.08358 2.64191 0.10750
H12 0.98786 -0.49875 2.27587

Atomic forces in eV per Å
-0.80 -0.64 -0.29
-2.19 2.08 3.75
3.20 -0.70 -2.33
3.86 0.32 -0.47
0.17 -1.13 -1.07
0.14 1.95 0.77
-1.12 -0.64 2.41
-0.04 -0.26 -2.07
-0.57 0.46 -0.79
0.56 -0.09 0.12
1.19 -2.43 -0.71
0.71 -0.16 0.48
-1.38 -0.54 -0.68
-0.03 -0.25 -0.45
0.39 0.15 -1.24
-3.86 1.41 3.48
0.07 3.13 1.01
0.08 -1.35 -1.32
-0.39 -1.31 -0.59

These are the natural (NBO) partial charges, in e, on atoms 1 to 2:
1 O -0.5997
2 N -0.8307